Entry 1:
98
Properties=species:S:1:pos:R:3:lowdin_charge:R:1 method="wB97M-V/def2-TZVPD" total_energy_ha=-20536.4600 total_charge=+1
I -3.24860 2.40203 1.62713 0.841
Br -7.12523 -2.91868 -0.48368 0.677
Cl 7.40810 -1.45589 8.16302 0.501
Cl 2.74476 3.31975 -0.27903 0.537
Cl 13.31502 -1.57524 1.95106 0.538
Cl 3.15193 5.39233 -9.82669 0.535
Cl -10.44376 0.79271 -4.82592 0.528
Cl -6.84348 -0.74839 -5.13496 0.536
Cl 8.68000 -5.68267 5.69402 0.542
Cl -6.80137 -3.29494 5.47960 0.551
Cl 0.65939 2.87712 -5.93859 0.537
Cl 4.48792 -1.98486 6.09546 0.543
Cl -4.94750 -3.14286 3.24937 0.485
Cl -5.14144 -2.51710 -6.69011 0.536
Cl 3.55252 3.76283 -7.45633 0.489
Cl -1.10003 8.34580 2.75019 0.519
Cl 10.58831 -1.15569 1.03378 0.515
Cl 9.19158 0.47891 6.94676 0.510
Cl -0.86502 1.46869 5.31595 0.518
Cl 6.18810 -2.19852 3.75027 0.548
Cl -7.75950 -2.52450 2.84941 0.496
Cl 7.08594 1.37361 8.73534 0.531
Cl -7.72531 -3.43859 -5.73829 0.540
Cl -0.37018 9.23547 5.41778 0.536
Cl 1.59523 7.90370 3.74385 0.508
Cl 11.40250 -0.20323 3.65555 0.511
Cl 9.53872 -2.91353 5.52178 0.511
Cl 2.55354 6.47318 -7.19710 0.520
Cl -10.87677 -2.04299 -4.38049 0.527
Cl 3.72331 -0.68750 3.61456 0.500
Cl -10.08122 -1.08122 -7.01529 0.534
Cl 2.42374 0.57230 -5.88398 0.546
Cl -3.51052 2.65648 5.14289 0.462
Cl -0.05112 0.52938 -4.38278 0.574
Cl -2.83196 0.95165 7.39544 0.549
Cl 10.49925 -4.86620 3.58485 0.555
Cl 3.24987 2.03413 2.27859 0.518
Cl 2.65753 4.88160 2.16840 0.536
O 0.11608 -0.73764 -0.82860 -0.129
N -0.93480 -0.32081 -1.68660 -0.067
N -1.96136 -2.21215 -0.63750 0.230
N -2.64457 -1.38763 -2.72195 0.149
C 0.75405 1.12865 -5.85312 -1.518
C -3.28396 2.53712 -0.50231 -0.621
C -1.87925 -1.33061 -1.66876 -0.348
C -6.60817 -3.51197 3.74781 -1.550
C -1.44688 1.00038 -1.17324 -0.154
C 3.41121 3.52449 1.34923 -1.524
C -4.97638 -1.85145 -2.00782 -0.289
C 11.62592 -1.45111 2.43259 -1.574
C -0.11258 8.01654 4.17507 -1.562
C 1.34851 -0.14990 -1.25441 -0.210
C 2.43561 -0.57512 -0.26898 -0.220
C 4.52855 -2.08414 4.34265 -1.531
C -3.81034 -2.26075 -2.89958 -0.141
C -6.14155 -2.83659 -2.13620 -0.627
C -10.98976 -0.72287 -5.53872 -1.534
C -2.57653 1.25363 5.68391 -1.562
C -2.95753 1.16512 -1.11138 -0.325
C -6.81173 -2.05777 -6.32116 -1.544
C 3.60064 5.39569 -8.12439 -1.550
C 8.23526 0.08576 8.37778 -1.547
C 2.25701 -1.98969 0.28127 -0.100
C 9.14886 -4.37140 4.61475 -1.552
H -2.41046 -0.75218 -3.47974 0.137
H -1.05370 1.78663 -1.82300 0.112
H -2.93010 0.39181 5.13252 0.006
H 1.37292 -2.04938 0.92015 0.072
H 4.46799 3.73619 1.25000 0.018
H 2.13203 -2.71730 -0.52604 0.079
H 1.26847 0.94424 -1.23292 0.083
H -6.79894 -4.55037 3.51031 0.015
H -2.54027 3.28030 -0.78789 0.051
H -5.30868 -0.83645 -2.24419 0.109
H 11.33071 -2.39652 2.86865 -0.067
H -4.09141 -2.24162 -3.95406 0.095
H -0.41703 7.05763 4.57614 0.010
H 1.58113 -0.44240 -2.28294 0.096
H -4.65992 -1.83803 -0.95961 0.073
H -7.26953 -1.69445 -7.23250 -0.010
H 8.90914 -0.00725 9.21923 0.014
H -12.02865 -0.60854 -5.81915 0.015
H -3.51373 -3.28858 -2.66970 0.129
H 4.61506 5.76345 -8.04352 0.013
H 3.99686 -2.97531 4.03571 0.013
H -2.43011 -1.85391 0.18872 0.139
H -1.00073 1.12679 -0.18296 0.120
H -3.37822 1.11477 -2.12295 0.112
H 3.11906 -2.27181 0.88845 0.059
H -6.82337 -2.48441 -2.90515 0.006
H -3.42315 0.40928 -0.47083 0.070
H 0.24161 0.71336 -6.71120 0.017
H 8.30550 -4.15312 3.97276 -0.030
H -4.27641 2.86284 -0.80098 0.048
H -2.29301 -3.13295 -0.89887 0.123
H 3.40296 -0.47425 -0.76711 0.122
H 2.40216 0.14284 0.55506 0.043
H -5.79868 -3.83611 -2.40450 0.070

Entry 2:
48
Properties=species:S:1:pos:R:3:lowdin_charge:R:1 method="wB97M-V/def2-TZVPD" total_energy_ha=-1084.6539 total_charge=+1
Pd -1.14595 0.91823 -0.92782 0.510
O -0.87934 -0.15482 -3.61900 -0.142
N -0.57759 1.90244 0.89693 -0.025
N 1.89714 0.26480 0.33022 0.115
N -0.48000 -1.19732 1.95861 -0.046
N -0.97034 -3.49385 0.29657 0.057
C -1.65178 0.08427 -2.58459 -0.414
C 0.43712 -3.04201 0.59253 -0.105
C 0.69792 2.16856 1.21277 -0.236
C 3.71556 0.52095 -1.21425 -0.055
C -1.83213 -1.59289 1.61586 -0.208
C 0.49478 0.26041 -3.53297 -0.072
C -1.92286 -2.32537 0.28361 -0.124
C 2.57471 2.44421 -0.39895 -0.004
C -3.04585 -0.31809 -2.95812 -0.093
C 0.43743 -2.31798 1.93251 -0.202
C 1.03987 2.95842 2.29935 0.004
C 1.76179 1.59323 0.33862 -0.260
C 2.86479 -0.24233 -0.43053 -0.150
C 3.56468 1.89712 -1.19820 -0.043
C -1.54225 2.41619 1.67005 -0.125
C -1.28280 3.20659 2.77437 -0.040
C 0.03482 3.48351 3.09504 -0.034
H -2.92050 -2.70995 0.07415 0.134
H 2.97977 -1.32194 -0.41524 0.103
H 0.27804 4.09805 3.95142 0.118
H 1.44834 -1.97121 2.13989 0.120
H 0.70660 -2.35307 -0.20741 0.113
H 4.20643 2.53337 -1.79289 0.116
H -0.15213 -0.48489 1.31125 0.040
H -2.55597 2.18381 1.37314 0.101
H 0.97944 -0.11806 -4.42888 0.093
H -3.52923 0.58142 -3.35412 0.090
H 0.94347 -0.14913 -2.62859 0.051
H -1.00331 -3.97330 -0.60220 0.180
H 0.54291 1.34657 -3.49872 0.085
H -3.61827 -0.61621 -2.08224 0.054
H 4.47941 0.04361 -1.81199 0.110
H 2.41582 3.51313 -0.35278 0.125
H -3.07182 -1.08620 -3.73443 0.082
H 1.08151 -3.92030 0.57561 0.133
H 2.08295 3.14510 2.51481 0.126
H -1.26219 -4.16951 1.00572 0.179
H -2.23902 -2.21197 2.42389 0.125
H -1.58440 -1.66028 -0.51856 0.065
H 0.16602 -3.02275 2.72809 0.126
H -2.46241 -0.70697 1.53536 0.109
H -2.10120 3.59641 3.36211 0.113